# C7H12N2O

An isolated molecule of C7H12N2O in a non-equilibrium geometry (ωB97M-V/def2-TZVPD, OMol25).

Cartesian coordinates (Å):
C1 2.480 -1.103 -0.045
C2 1.439 -0.264 0.671
C3 1.599 1.289 0.705
C4 0.218 1.422 0.064
C5 -0.809 2.469 0.352
N1 0.291 0.724 -1.216
C6 0.076 -0.076 -0.001
C7 -1.139 -0.879 0.283
N2 -1.672 -1.653 -0.680
O1 -1.498 -1.113 1.447
H1 2.744 -0.654 -1.013
H2 3.395 -1.179 0.560
H3 2.104 -2.121 -0.224
H4 1.278 -0.638 1.690
H5 1.640 1.691 1.724
H6 2.421 1.707 0.107
H7 -0.457 3.454 0.012
H8 -1.758 2.249 -0.156
H9 -0.996 2.526 1.433
H10 -0.578 0.864 -1.727
H11 -1.984 -1.195 -1.525
H12 -2.112 -2.521 -0.259

Summary:
Kohn-Sham gap	9.6	eV
F_max	3.23	eV/Å
SMILES	C[C@H]1C[C@@]2(C)N[C@@]12C(N)=O
DFT total energy	-458.62481	a.u.
energy above the lowest of the compared OMol25 structures with the same formula, charge and spin	40.2	kcal/mol

# C7H12N2O2

An isolated molecule of C7H12N2O2 in a non-equilibrium geometry (ωB97M-V/def2-TZVPD, OMol25).

Cartesian coordinates (Å):
C1 -0.452 0.080 1.021
C2 -0.167 -1.445 -0.919
C3 -0.808 0.488 -0.419
C4 -0.681 1.179 2.002
C5 1.300 1.903 -1.039
C6 0.845 -3.186 0.513
C7 -0.189 1.624 -1.146
N1 0.128 -1.005 1.337
N2 0.219 -1.871 0.287
O1 -0.119 -2.080 -1.931
O2 -2.169 0.429 -0.418
H1 -0.360 2.142 1.691
H2 -0.418 0.930 2.946
H3 -1.795 1.100 1.900
H4 1.766 2.307 -0.154
H5 1.608 2.687 -1.748
H6 1.838 1.039 -1.259
H7 1.662 -3.226 1.148
H8 0.211 -3.942 0.934
H9 1.103 -3.732 -0.386
H10 -0.354 1.595 -2.184
H11 -0.730 2.455 -0.794
H12 -2.439 0.528 -1.382

Summary:
Kohn-Sham gap	8.9	eV
F_max	6.24	eV/Å
DFT total energy	-533.80110	a.u.
energy above the lowest of the compared OMol25 structures with the same formula, charge and spin	99.7	kcal/mol

# C7H12N2O2S

An isolated molecule of C7H12N2O2S in a non-equilibrium geometry (ωB97M-V/def2-TZVPD, OMol25).

Cartesian coordinates (Å):
C1 0.921 -2.466 -0.673
C2 0.145 0.175 -0.130
C3 1.345 -3.888 -0.760
C4 -0.759 2.464 -0.700
C5 0.712 2.241 1.349
C6 -1.593 1.107 1.302
C7 -0.327 1.483 0.486
N1 1.439 -1.612 0.084
N2 1.315 -0.252 0.248
O1 -0.686 -0.551 -0.916
O2 -1.157 -2.772 -2.157
S1 -0.130 -1.732 -2.038
H1 0.564 -4.528 -0.429
H2 2.229 -3.957 -0.161
H3 1.518 -4.081 -1.790
H4 -0.251 2.212 -1.628
H5 -1.809 2.260 -0.861
H6 -0.717 3.437 -0.337
H7 1.434 1.524 1.856
H8 0.176 2.875 2.099
H9 1.386 2.919 0.810
H10 -2.273 0.556 0.603
H11 -2.099 2.106 1.550
H12 -1.384 0.480 2.191

Summary:
Kohn-Sham gap	8.9	eV
F_max	3.27	eV/Å
DFT total energy	-931.99194	a.u.
energy above the lowest of the compared OMol25 structures with the same formula, charge and spin	102.3	kcal/mol

# C7H12N2O2S

An isolated molecule of C7H12N2O2S in a non-equilibrium geometry (ωB97M-V/def2-TZVPD, OMol25).

Cartesian coordinates (Å):
C1 -3.452 -1.214 1.225
C2 -0.833 0.177 -0.914
C3 -4.051 0.024 1.782
C4 0.787 -1.509 -1.661
C5 1.531 0.132 0.231
C6 1.089 0.969 -2.113
C7 0.648 -0.049 -1.106
N1 -2.382 -1.131 0.502
N2 -1.357 -0.427 0.223
O1 -1.497 0.951 -1.592
O2 -5.239 -2.352 2.560
S1 -4.239 -2.699 1.572
H1 -4.459 0.756 0.980
H2 -3.255 0.575 2.215
H3 -4.615 -0.275 2.684
H4 0.372 -1.641 -2.670
H5 1.946 -1.899 -1.750
H6 0.290 -2.337 -0.957
H7 1.064 1.061 0.579
H8 2.593 0.146 -0.039
H9 1.382 -0.741 0.914
H10 1.131 1.841 -1.451
H11 0.473 1.104 -3.001
H12 2.163 0.731 -2.322

Summary:
Kohn-Sham gap (alpha / beta)	6.9 / 7.5	eV
F_max	3.27	eV/Å
DFT total energy	-931.92939	a.u.
energy above the lowest of the compared OMol25 structures with the same formula, charge and spin	141.5	kcal/mol

# C7H12N2O4

An isolated molecule of C7H12N2O4 in a non-equilibrium geometry (ωB97M-V/def2-TZVPD, OMol25).

Cartesian coordinates (Å):
C1 2.299 0.828 -0.965
C2 1.305 0.074 -0.152
C3 0.135 -0.678 -0.884
C4 0.044 -2.144 -0.765
C5 -0.897 0.009 -0.030
N1 -1.996 0.599 -0.961
O1 -2.585 1.582 -0.597
O2 -2.119 0.024 -1.981
N2 -1.734 -0.849 0.886
O3 -1.135 -1.367 1.802
O4 -2.900 -0.969 0.566
C6 0.089 0.972 0.588
C7 0.064 1.314 2.081
H1 1.769 1.572 -1.563
H2 2.816 0.163 -1.660
H3 2.971 1.410 -0.305
H4 1.794 -0.538 0.640
H5 -0.058 -0.401 -1.909
H6 -0.239 -2.542 0.241
H7 0.894 -2.669 -1.044
H8 -0.747 -2.328 -1.555
H9 0.058 1.925 0.068
H10 -0.074 0.300 2.652
H11 -0.724 2.029 2.345
H12 0.969 1.686 2.501

Summary:
Kohn-Sham gap	10.5	eV
F_max	3.24	eV/Å
SMILES	C[C@@H]1[C@@H](C)C([N+](=O)[O-])([N+](=O)[O-])[C@H]1C
DFT total energy	-684.15331	a.u.
energy above the lowest of the compared OMol25 structures with the same formula, charge and spin	170.3	kcal/mol

# C7H12N3

The ion C7H12N3 with charge +1 in a non-equilibrium geometry (ωB97M-V/def2-TZVPD, OMol25).

Cartesian coordinates (Å):
C1 -2.518 0.293 1.029
C2 -1.792 0.706 -0.267
C3 -0.347 0.350 -0.048
C4 0.236 -0.709 -1.045
C5 0.784 -2.070 -0.460
C6 2.101 -1.548 -0.029
N1 2.448 -0.559 0.558
N2 2.435 0.722 0.687
C7 1.553 1.627 0.049
N3 0.316 1.637 -0.196
H1 -1.948 0.680 1.865
H2 -2.603 -0.790 1.209
H3 -3.511 0.620 0.963
H4 -1.887 1.868 -0.318
H5 -2.248 0.186 -1.179
H6 0.003 0.181 0.985
H7 0.890 -0.262 -1.817
H8 -0.575 -1.037 -1.657
H9 0.937 -2.814 -1.379
H10 0.211 -2.621 0.340
H11 3.432 1.057 1.018
H12 2.083 2.482 -0.307

Summary:
Kohn-Sham gap (alpha / beta)	8.3 / 8.3	eV
F_max	4.89	eV/Å
SMILES	CC[C@H]1CCC#[N+]N/C=N\1
charge	+1
DFT total energy	-437.74739	a.u.
energy above the lowest of the compared OMol25 structures with the same formula, charge and spin	157.5	kcal/mol

# C7H12N3

The ion C7H12N3 with charge +1 in a non-equilibrium geometry (ωB97M-V/def2-TZVPD, OMol25).

Cartesian coordinates (Å):
C1 1.604 3.505 -1.315
C2 1.118 2.459 -1.014
N1 0.413 1.433 -0.589
C3 -0.911 1.767 -0.205
C4 -1.439 0.564 0.663
N2 -0.266 -0.385 0.649
C5 -0.339 -1.798 1.106
C6 -0.677 -2.690 -0.079
C7 0.715 0.129 -0.054
N3 1.892 -0.444 -0.295
H1 1.952 4.282 -1.811
H2 -1.586 1.947 -1.025
H3 -0.758 2.691 0.359
H4 -1.523 0.774 1.732
H5 -2.248 0.216 0.180
H6 -1.009 -2.001 2.002
H7 0.659 -2.067 1.450
H8 -0.918 -3.709 0.139
H9 -1.592 -2.544 -0.696
H10 0.197 -2.766 -0.682
H11 2.675 0.019 -0.722
H12 2.040 -1.381 0.205

Summary:
Kohn-Sham gap	10.1	eV
F_max	4.86	eV/Å
SMILES	C#CN1CCN(CC)C1=[NH2+]
charge	+1
DFT total energy	-437.86175	a.u.
energy above the lowest of the compared OMol25 structures with the same formula, charge and spin	85.7	kcal/mol

# C7H12N3O3

The ion C7H12N3O3 with charge +1 in a non-equilibrium geometry (ωB97M-V/def2-TZVPD, OMol25).

Cartesian coordinates (Å):
C1 1.975 -0.780 0.718
C2 0.811 -0.928 -0.260
C3 1.082 -0.537 -1.724
N1 -0.300 0.025 0.135
C4 -0.404 0.301 1.699
N2 -0.673 -0.649 2.522
O1 -0.225 1.417 1.939
C5 -1.716 -0.232 -0.423
C6 -2.161 1.113 -1.074
O2 -3.189 1.287 -1.627
N3 -1.096 1.971 -0.958
C7 0.020 1.423 -0.367
O3 1.102 1.892 -0.348
H1 2.855 -1.322 0.426
H2 2.331 0.192 0.668
H3 1.724 -1.122 1.750
H4 0.416 -1.973 -0.281
H5 1.593 0.509 -1.857
H6 0.075 -0.591 -2.302
H7 1.762 -1.262 -2.098
H8 -0.505 -1.718 2.370
H9 -0.695 -0.373 3.451
H10 -2.431 -0.423 0.319
H11 -1.556 -1.053 -1.127
H12 -0.795 2.834 -1.553

Summary:
Kohn-Sham gap	11.6	eV
F_max	6.18	eV/Å
SMILES	CC(C)[N@+]1(C(N)=O)CC(=O)NC1=O
charge	+1
DFT total energy	-663.65643	a.u.
energy above the lowest of the compared OMol25 structures with the same formula, charge and spin	30.7	kcal/mol

# C7H12N3O5

The ion C7H12N3O5 with charge +1 in a non-equilibrium geometry (ωB97M-V/def2-TZVPD, OMol25).

Cartesian coordinates (Å):
C1 -1.275 -0.408 -2.179
C2 -0.905 0.631 -1.369
C3 -0.165 0.064 1.025
C4 0.305 0.159 -0.460
C5 0.401 2.452 3.236
C6 0.291 -1.985 -3.333
C7 -0.526 1.404 2.782
N1 0.606 -1.214 -1.086
N2 1.568 1.060 -0.781
N3 -0.359 -1.570 -1.951
O1 -0.316 -1.009 1.538
O2 1.549 1.384 -1.928
O3 2.315 1.279 0.093
O4 -1.469 1.793 -1.216
O5 -0.307 1.261 1.425
H1 -1.609 -0.497 -3.183
H2 1.419 2.004 3.045
H3 0.373 3.386 2.640
H4 0.345 2.701 4.235
H5 1.209 -2.511 -2.961
H6 -0.461 -2.629 -3.887
H7 0.559 -1.134 -4.062
H8 -1.658 1.531 2.776
H9 -0.270 0.510 3.424
H10 0.915 -1.867 -0.271
H11 -0.912 -2.335 -1.659
H12 -2.097 1.956 -1.936

Summary:
Kohn-Sham gap (alpha / beta)	5.1 / 4.9	eV
F_max	6.48	eV/Å
<S²>	2.014
charge	+1
DFT total energy	-813.74321	a.u.
spin multiplicity	3
energy above the lowest of the compared OMol25 structures with the same formula, charge and spin	113.1	kcal/mol

# C7H12N3OS

The ion C7H12N3OS with charge +1 (ωB97M-V/def2-TZVPD, OMol25).

Cartesian coordinates (Å):
N1 -0.304 -2.382 -0.128
C1 -0.336 -1.138 0.349
N2 -1.301 -0.820 1.193
C2 -2.320 -0.095 1.297
C3 -2.961 0.760 0.270
S1 -2.435 0.505 -1.464
N3 0.698 -0.300 0.124
C4 1.926 -0.709 -0.553
C5 2.895 0.448 -0.292
C6 1.982 1.652 -0.095
C7 0.685 1.091 0.397
O1 -0.239 1.659 0.898
H1 -1.052 -3.021 0.089
H2 0.443 -2.720 -0.708
H3 -2.786 -0.062 2.279
H4 -4.046 0.713 0.342
H5 -2.649 1.782 0.526
H6 -3.438 -0.299 -1.814
H7 1.732 -0.821 -1.625
H8 2.299 -1.649 -0.145
H9 3.587 0.580 -1.121
H10 3.477 0.262 0.612
H11 1.776 2.172 -1.035
H12 2.369 2.391 0.604

Summary:
Kohn-Sham gap	9.6	eV
F_max	0.83	eV/Å
SMILES	[NH2+]=C(/N=C\CS)N1CCCC1=O
charge	+1
DFT total energy	-911.41681	a.u.
energy above the lowest of the compared OMol25 structures with the same formula, charge and spin	0.0	kcal/mol

# C7H12N3W

A structure of composition C7H12N3W in a non-equilibrium geometry (ωB97M-V/def2-TZVPD, OMol25).

Cartesian coordinates (Å):
C1 -2.365 -0.147 -1.640
W1 -1.312 1.317 -0.665
N1 -0.290 2.955 0.535
H1 -2.594 2.200 -0.719
H2 -0.590 2.981 1.521
H3 -1.212 1.996 -2.029
H4 -3.223 0.248 -2.202
H5 -2.731 -0.813 -0.832
H6 -1.713 -0.716 -2.327
H7 0.738 2.943 0.550
H8 -0.555 3.870 0.146
N2 3.585 -3.750 1.705
C2 2.821 -2.957 1.349
C3 1.872 -1.971 0.903
C4 2.238 -1.032 -0.067
C5 1.301 -0.089 -0.492
N3 0.045 -0.084 0.032
C6 -0.331 -0.985 0.979
C7 0.577 -1.947 1.433
H9 3.235 -1.032 -0.492
H10 1.569 0.638 -1.247
H11 -1.337 -0.960 1.376
H12 0.271 -2.666 2.183

Summary:
Kohn-Sham gap (alpha / beta)	6.6 / 8.4	eV
F_max	3.93	eV/Å
<S²>	2.007
charge	+1
DFT total energy	-504.86284	a.u.
spin multiplicity	3
energy above the lowest of the compared OMol25 structures with the same formula, charge and spin	0.0	kcal/mol